Arrangement i

8
Properties=species:S:1:pos:R:3 method="wB97M-V/def2-TZVPD" homo_lumo_gap_ev=11.75
C 0.406 -0.240 0.270
N -1.035 0.171 -0.161
O 1.308 0.687 -0.232
F -1.142 -0.447 -1.468
H 0.405 -0.171 1.400
H 0.704 -1.216 -0.032
H -1.537 -0.327 0.492
H 0.892 1.543 -0.270

=====

Arrangement ii

8
Properties=species:S:1:pos:R:3 method="wB97M-V/def2-TZVPD" homo_lumo_gap_ev=11.63
C -0.794 -0.117 0.310
N 0.113 0.841 -0.235
O 1.552 0.290 0.234
F 1.881 -0.837 -0.483
H -0.188 -1.009 0.573
H -1.366 0.281 1.222
H -1.505 -0.280 -0.427
H 0.307 0.832 -1.195

=====

Sorted by energy, starting with the most stable: arrangement i, arrangement ii.